This record from the OMol25 dataset describes an isolated ion of composition C10H17N5 and charge +2 in a non-equilibrium geometry. The level of theory is wB97M-V/def2-TZVPD.

```
32
Properties=species:S:1:pos:R:3:forces:R:3
C -5.230214 0.156232 0.572052 1.591 2.862 0.278
C -3.817000 0.351249 0.079190 -0.295 -2.555 -1.192
N -3.098978 -0.666424 -0.553784 -0.489 0.621 -0.033
C -1.773430 -0.254320 -0.635874 0.460 2.668 0.138
C -0.634166 -0.957372 -1.107662 0.807 -2.129 -1.506
N 0.128891 -1.584164 -1.790346 -4.579 2.305 1.953
C 1.335654 -1.966675 -2.052734 0.748 -0.089 -0.518
C 2.291316 -1.178649 -1.442502 1.573 -3.602 -0.625
N 2.152264 -0.762208 -0.197975 2.741 1.650 -0.471
N 0.993178 -0.887739 0.507946 -1.349 -2.267 2.581
C 3.091446 0.344297 0.201950 0.726 -0.143 1.524
C 3.498641 0.201285 1.683271 -3.109 3.601 -0.187
C 2.302676 1.581485 -0.128448 1.261 1.835 -1.081
C -1.701630 1.048498 -0.133580 -2.646 -2.127 -0.126
N -3.009720 1.368660 0.286253 0.729 -1.650 -0.278
H -5.146155 -0.415208 1.472646 -0.476 -1.338 0.058
H -5.519629 1.135104 1.017484 -0.182 -0.381 -0.686
H -5.873911 -0.074192 -0.254286 -0.572 -0.684 0.103
H -3.493143 -1.466338 -1.124290 0.404 1.242 1.336
H 1.452744 -2.753914 -2.756112 0.488 -0.186 -0.623
H 3.304567 -1.391838 -1.908090 -0.888 1.363 1.082
H 1.053117 -0.475788 1.480005 0.465 -0.178 -1.601
H 0.820006 -1.932768 0.722326 0.452 1.877 -0.679
H 4.077356 0.274281 -0.316537 -1.252 -0.259 -0.507
H 4.293847 0.894768 1.944669 0.167 -0.129 -0.190
H 2.591082 0.596146 2.292014 1.490 -0.940 -0.445
H 3.736110 -0.767893 1.900858 0.710 -2.475 0.842
H 2.924227 2.519390 -0.037751 -0.359 -1.032 -0.332
H 1.517279 1.793144 0.610390 -0.284 -0.476 -0.541
H 2.018830 1.449286 -1.224507 -0.259 0.734 1.494
H -0.931998 1.716919 0.022354 1.547 1.019 0.095
H -3.353248 2.104757 0.871061 0.381 0.863 0.137
```
Positions in Å, forces in eV/Å.

Properties
* HOMO level (alpha / beta): -15.0 / -15.0 eV
* net charge: +2
* SMILES: Cc1[nH]c(C#[N+]/C=C\N(N)C(C)C)c[nH+]1
* relative energy (zero: lowest compared OMol25 entry of this formula, charge and spin): 83.95 kcal per mole



This record from the OMol25 dataset describes C10H17NO2Sr as an isolated structure in a non-equilibrium geometry. The level of theory is wB97M-V/def2-TZVPD.

```
31
Properties=species:S:1:pos:R:3:forces:R:3
C -1.880843 0.249528 0.053546 -1.136 -0.315 -0.807
C 0.353500 -1.964144 0.263589 0.404 -0.280 0.170
C -1.801362 0.089403 -1.408826 -0.880 0.927 1.028
H -2.829982 0.822340 0.189530 1.009 0.027 0.569
C 0.912442 -1.428080 -0.827965 0.077 -0.491 0.023
H 1.023678 -2.405529 1.024509 -0.145 0.832 -0.185
H -1.930373 1.033105 -1.965733 -0.131 -0.497 0.353
H 2.000843 -1.258907 -0.815457 -0.376 -0.337 0.011
C -1.295399 -1.023582 -2.185244 1.137 -0.470 -1.275
H -1.561110 -0.747657 -3.228159 0.251 -0.527 0.343
H -1.757605 -2.000837 -1.994176 -0.024 0.181 -0.048
C -1.912142 -0.981927 1.012812 -0.166 0.350 -0.309
H -2.956836 -1.296907 1.175130 0.277 0.077 -0.281
H -1.567242 -0.676974 2.021059 0.077 0.080 -0.262
C -1.104004 -2.210516 0.561023 -0.369 -0.703 0.215
H -1.641587 -2.702473 -0.261628 0.310 0.261 0.160
H -1.139255 -2.953598 1.378906 -0.046 0.310 -0.203
C 0.266360 -1.209444 -2.168163 -0.539 0.575 -0.240
H 0.532391 -2.054406 -2.828766 0.105 0.135 0.225
H 0.694356 -0.308522 -2.630698 -0.008 -0.178 0.055
Sr -0.481859 2.620437 2.144309 -1.505 0.532 -0.597
H -0.984044 0.938391 0.353962 0.117 0.259 0.789
N 1.600745 1.556374 2.113477 1.517 -1.670 0.486
C 2.361765 1.836185 0.851976 0.287 -0.083 0.260
C 2.068263 3.266167 0.390491 0.306 0.519 -0.056
O 3.002136 3.900296 -0.085846 -1.083 -0.198 0.195
O 0.829188 3.638770 0.597385 0.920 0.016 -0.087
H 2.149972 1.868777 2.924702 0.067 0.079 -0.421
H 1.551373 0.535082 2.266459 -0.048 0.496 -0.318
H 3.440155 1.724328 1.023186 -0.299 0.015 -0.173
H 2.056477 1.144322 0.054608 -0.103 0.079 0.380
```
Positions in Å, forces in eV/Å.

Properties
* HOMO level (alpha / beta): -4.5 / -4.5 eV
* relative energy (zero: lowest compared OMol25 entry of this formula, charge and spin): 61.69 kcal per mole



This record from the OMol25 dataset describes C10H17NO6PdS as an isolated structure in a non-equilibrium geometry. The level of theory is wB97M-V/def2-TZVPD.

```
36
Properties=species:S:1:pos:R:3:forces:R:3
Pd -11.810653 8.509494 2.643136 -0.279 1.341 -0.790
O -7.828997 3.228814 1.664769 -0.586 -0.667 0.450
C -8.566941 3.412647 2.859670 0.017 0.473 -0.538
C -10.037444 3.949505 2.752654 -0.240 -3.182 0.240
N -10.322345 5.315601 2.656174 -0.217 -0.740 -3.870
C -10.274951 5.849118 1.216458 -0.512 0.986 2.289
C -8.901363 6.390632 0.693632 -1.755 0.026 0.018
O -8.808729 7.606436 0.440775 0.339 -0.040 0.126
O -8.089151 5.472632 0.472295 1.364 -0.058 -0.280
C -9.860579 6.072279 3.701437 0.730 3.318 2.445
C -11.067593 6.793136 4.562179 0.792 -2.499 -0.898
O -10.947154 6.850663 5.770288 0.567 0.534 1.362
O -12.146693 6.995500 3.918250 -0.324 -0.196 0.046
H -7.941966 4.075608 1.168662 0.086 0.304 -0.303
H -8.577180 2.508556 3.438374 -0.339 -1.179 -0.192
H -7.974379 4.008761 3.526412 0.223 1.164 0.454
H -10.526833 3.386500 1.860873 0.669 0.734 1.513
H -10.484709 3.547073 3.731264 0.122 0.433 -1.132
H -10.554809 5.007216 0.608333 -0.171 -0.260 -0.380
H -11.067205 6.632665 1.187066 0.618 -0.338 -0.233
H -9.159431 5.537495 4.407846 -1.006 0.373 -0.537
H -9.244312 6.918621 3.321759 -0.170 -0.216 0.191
O -12.469698 11.445865 1.358362 0.696 -0.446 0.931
S -11.439965 10.351643 1.625522 -0.468 0.213 -1.389
C -9.963707 11.109262 2.382629 -1.573 2.234 -2.310
C -8.795609 11.072216 1.407136 -0.943 -0.167 -1.591
C -9.538296 11.523279 -0.017298 0.550 -1.904 2.991
C -10.560688 10.354420 -0.013960 -0.547 1.442 0.866
H -9.902934 10.902571 3.387643 0.679 -1.248 2.114
H -10.452077 12.113513 2.376122 0.878 0.059 0.016
H -8.391283 10.061516 1.261798 -0.319 0.046 0.078
H -7.974613 11.641536 1.790749 0.474 0.916 -0.087
H -8.921378 11.648743 -0.894946 0.361 -0.497 -0.157
H -9.986258 12.467171 0.201368 -0.639 0.711 -0.038
H -10.069139 9.429578 0.129556 0.680 -1.344 -1.078
H -11.401778 10.420555 -0.697552 0.244 -0.324 -0.327
```
Positions in Å, forces in eV/Å.

Properties
* HOMO level: -0.8 eV
* net charge: -2



This record from the OMol25 dataset describes a single C10H17NOS molecule in a non-equilibrium geometry. The level of theory is wB97M-V/def2-TZVPD.

```
30
Properties=species:S:1:pos:R:3:forces:R:3
C -1.522112 0.977967 -0.452819 0.266 1.961 0.331
C -1.934336 -0.059974 0.518770 -2.556 -2.150 1.420
C -0.122082 1.527490 -0.117044 0.457 -1.356 0.722
C -1.068991 -1.355735 0.339511 -1.626 -0.293 1.599
C 0.083827 -1.236246 1.238045 1.305 3.773 -1.686
C 0.949072 0.712786 0.681201 -2.359 -1.683 0.652
C 1.196952 1.055554 -0.727199 -1.190 2.823 1.955
C -1.697653 -2.739358 0.729108 0.764 0.493 -1.429
C 2.074042 2.257953 -0.882647 2.002 0.855 0.574
C 1.187531 0.237980 -1.890495 0.199 -3.251 -2.766
N 1.326797 -1.835566 0.985803 0.159 -1.304 -1.457
O 1.373349 -2.496867 -0.095934 -0.354 1.476 2.374
S 1.768441 1.293747 2.139348 -0.726 -0.655 0.172
H -1.567314 0.467932 -1.391697 0.094 0.321 -1.148
H -2.143015 1.932613 -0.455631 0.245 -1.571 -0.133
H -1.904757 0.336312 1.538351 0.517 -0.118 0.160
H -3.044962 -0.402242 0.518631 1.556 0.768 -0.816
H -0.087684 2.587166 0.099418 -0.226 -0.029 0.242
H -0.746050 -1.395467 -0.665364 0.267 -0.297 -1.099
H -0.243889 -0.781600 2.177644 1.072 -0.905 0.311
H -2.264565 -3.194430 -0.060631 -0.899 0.267 -0.488
H -2.232150 -2.802250 1.647178 -0.368 0.299 0.782
H -0.865672 -3.417401 0.736582 0.572 -0.450 0.532
H 1.990011 3.037561 -0.031729 -0.200 -1.105 -1.724
H 1.907781 2.618106 -1.911975 -0.025 0.543 0.598
H 3.141301 1.939818 -0.856808 -0.454 0.154 -0.064
H 2.222439 0.156188 -2.215137 0.161 -0.208 -0.357
H 0.603641 0.580495 -2.780196 0.327 0.371 0.933
H 0.869451 -0.815032 -1.758509 0.135 0.599 0.221
H 0.750596 0.812501 2.944225 0.885 0.675 -0.410
```
Positions in Å, forces in eV/Å.

Properties
* HOMO level: -8.4 eV
* relative energy (zero: lowest compared OMol25 entry of this formula, charge and spin): 139.56 kcal per mole